Molecular formula: C43H39O3Si
Method: DFT, ωB97M-V/def2-TZVPD

Geometry as XYZ:
```
86
C43H39O3Si (ωB97M-V/def2-TZVPD)
C -2.5366 -5.0505 2.5189
O -2.8809 -4.1184 1.4760
C -1.8804 -3.5414 0.7600
C -2.2725 -2.7765 -0.3663
C -1.3397 -2.0462 -1.0636
C 0.0369 -2.0241 -0.6651
C 0.9966 -1.2286 -1.3576
C 2.2754 -1.6920 -1.7695
C 3.1101 -0.8552 -2.5767
C 4.4074 -1.1996 -2.8684
C 4.8682 -2.4943 -2.5771
O 6.1767 -2.7304 -2.9555
C 6.5915 -3.9585 -3.4815
C 7.0670 -3.9570 -4.7987
C 7.4475 -5.1650 -5.3795
C 7.4134 -6.3486 -4.6316
C 6.9949 -6.3197 -3.2969
C 6.6001 -5.1159 -2.7035
C 4.0424 -3.4129 -1.9129
C 2.7747 -3.0094 -1.5108
C 0.4069 -2.8345 0.4447
C -0.5179 -3.5886 1.1413
H -3.5032 -5.4027 2.8774
H -1.9494 -5.8907 2.1224
H -1.9867 -4.5527 3.3290
H -3.3260 -2.7785 -0.6429
H -1.6479 -1.5133 -1.9654
H 0.6420 -0.3124 -1.8225
H 2.7115 0.0724 -2.9833
H 5.0806 -0.5115 -3.3775
H 7.1069 -3.0152 -5.3487
H 7.7788 -5.1758 -6.4200
H 7.7216 -7.2919 -5.0876
H 6.9715 -7.2322 -2.6984
H 6.2973 -5.0634 -1.6568
H 4.3820 -4.4276 -1.7204
H 2.1389 -3.7367 -1.0106
H 1.4530 -2.8523 0.7496
H -0.1998 -4.2054 1.9828
C -3.1265 5.5074 -1.7495
C -3.9250 4.3974 -1.4595
C -3.6759 3.6299 -0.3156
C -2.5670 3.9137 0.5021
Si -2.0833 2.7840 1.8976
C -1.7015 3.8680 3.3582
C -2.3949 5.0780 3.5356
C -2.1637 5.8776 4.6627
C -1.2302 5.4779 5.6241
C -0.5365 4.2739 5.4514
C -0.7669 3.4748 4.3250
C -3.4371 1.5760 2.3020
C -4.5336 2.0239 3.0578
C -5.5968 1.1614 3.3485
C -5.5684 -0.1641 2.9004
C -4.4598 -0.6270 2.1805
C -3.3939 0.2333 1.8977
O -0.7200 1.8354 1.4610
C -0.2578 1.4915 0.2681
C 1.0711 1.3372 -0.0442
C 1.2845 1.9299 -1.3849
C -0.1281 1.9362 -2.0390
C -1.1050 1.4130 -0.9821
C -1.7978 5.0550 0.2296
C -2.0755 5.8475 -0.8908
H -3.3263 6.1106 -2.6396
H -4.7474 4.1204 -2.1213
H -4.3286 2.7875 -0.0692
H -3.1195 5.4089 2.7879
H -2.7143 6.8104 4.7854
H -1.0450 6.1016 6.5036
H 0.1881 3.9560 6.2000
H -0.2168 2.5404 4.1953
H -4.5554 3.0535 3.4213
H -6.4466 1.5276 3.9251
H -6.4021 -0.8371 3.1173
H -4.4162 -1.6613 1.8381
H -2.5258 -0.1534 1.3597
H 1.8652 1.1958 0.6796
H 1.6309 2.9774 -1.3162
H 2.0109 1.3928 -1.9933
H -0.4033 2.9691 -2.2901
H -0.1715 1.3470 -2.9632
H -1.3513 0.3570 -1.1690
H -2.0470 1.9652 -0.9485
H -0.9769 5.3281 0.8981
H -1.4643 6.7279 -1.0901
```

Output
* charge: +1
* total energy: -2176.9264 Eh
* Kohn-Sham gap: 5.55 eV

Quick look at the Mulliken charges, all values in e: number 1, C, carries -0.8946; number 2, O, carries -0.3857; number 3, C, carries 0.7048; number 4, C, carries -0.6718; number 5, C, carries -0.2198; number 6, C, carries 0.1311; number 7, C, carries -0.2277; number 8, C, carries 0.6484; number 9, C, carries -0.6629; number 10, C, carries -0.7301; number 11, C, carries 1.0991; number 12, O, carries -0.4412; number 13, C, carries 0.3867; number 14, C, carries -0.4471; number 15, C, carries -0.3862; number 16, C, carries -0.5307; number 17, C, carries -0.5548; number 18, C, carries -0.2329; number 19, C, carries -0.8137; number 20, C, carries -0.7324; number 21, C, carries -1.1583; number 22, C, carries -0.7070; number 23, H, carries 0.2562; number 24, H, carries 0.3636; number 25, H, carries 0.3587; number 26, H, carries 0.4551; number 27, H, carries 0.6406; number 28, H, carries 0.3768; number 29, H, carries 0.5744; number 30, H, carries 0.4621; number 31, H, carries 0.4065; number 32, H, carries 0.3713; number 33, H, carries 0.3709; number 34, H, carries 0.3754; number 35, H, carries 0.4595; number 36, H, carries 0.2468; number 37, H, carries 0.6634; number 38, H, carries 0.8359; number 39, H, carries 0.4260; number 40, C, carries -0.5069; number 41, C, carries -0.6040; number 42, C, carries -0.3265; number 43, C, carries 0.7845; number 44, Si, carries -0.3592; number 45, C, carries 0.3863; number 46, C, carries 0.0657; number 47, C, carries -0.7824; number 48, C, carries -0.4190; number 49, C, carries -0.6295; number 50, C, carries -0.4326; number 51, C, carries 0.1481; number 52, C, carries -0.3732; number 53, C, carries -0.6663; number 54, C, carries -0.6135; number 55, C, carries -0.3858; number 56, C, carries 0.0501; number 57, O, carries -0.5744; number 58, C, carries 1.3753; number 59, C, carries -1.2632; number 60, C, carries -0.4492; number 61, C, carries -1.4041; number 62, C, carries 1.4601; number 63, C, carries -0.3284; number 64, C, carries -0.6986; number 65, H, carries 0.3852; number 66, H, carries 0.4224; number 67, H, carries 0.4344; number 68, H, carries 0.3890; number 69, H, carries 0.3890; number 70, H, carries 0.3779; number 71, H, carries 0.3853; number 72, H, carries 0.3807; number 73, H, carries 0.3496; number 74, H, carries 0.3908; number 75, H, carries 0.3825; number 76, H, carries 0.3903; number 77, H, carries 0.3660; number 78, H, carries 0.5264; number 79, H, carries 0.4825; number 80, H, carries -0.1111; number 81, H, carries 0.3271; number 82, H, carries 0.3667; number 83, H, carries -0.9360; number 84, H, carries 0.1992; number 85, H, carries 0.4361; number 86, H, carries 0.3964